1.
ORCA calculation (wB97M-V/def2-TZVPD) on a structure of composition C15H35N5O5Tl in a non-equilibrium geometry.

Output
ΔE to the lowest compared entry with this formula, charge and spin (kcal/mol): 41.80
E_HOMO (Ha): -0.651
Orbital gap (eV): 2.69

The geometry in ORCA input format:
```
! wB97M-V def2-TZVPD RIJCOSX def2/J DEFGRID3
* xyz 3 1
Tl -0.367 0.739 -1.846
C -2.630 -0.472 2.759
C -1.886 0.425 1.741
O -1.556 -0.094 0.702
N -1.680 1.711 1.976
C -2.246 2.427 3.143
H -3.540 -0.799 2.254
H -2.959 0.034 3.667
H -2.096 -1.383 3.032
H -1.110 2.205 1.305
H -1.928 3.469 3.117
H -1.921 2.067 4.119
H -3.328 2.408 3.007
C 1.349 -4.090 -2.037
C 0.558 -3.229 -1.079
O 0.424 -2.040 -1.293
N 0.153 -3.756 0.077
C -0.471 -3.007 1.088
H 0.659 -4.527 -2.759
H 1.842 -4.822 -1.397
H 2.059 -3.493 -2.609
H 0.578 -4.635 0.333
H -0.432 -3.566 2.023
H -1.538 -2.854 0.921
H -0.062 -2.052 1.419
C 3.754 2.526 -1.263
C 3.559 1.337 -2.212
O 2.473 1.066 -2.615
N 4.686 0.609 -2.451
C 4.733 -0.515 -3.319
H 4.475 2.307 -0.475
H 2.800 2.948 -0.947
H 4.107 3.406 -1.800
H 5.562 0.910 -2.048
H 5.461 -1.228 -2.931
H 4.990 -0.248 -4.344
H 3.845 -1.146 -3.277
C -4.684 2.212 -3.149
C -4.262 1.648 -1.755
O -3.100 1.807 -1.354
N -5.211 1.070 -1.042
C -5.110 0.808 0.356
H -3.965 2.150 -3.966
H -4.958 3.265 -3.089
H -5.563 1.659 -3.480
H -6.065 0.851 -1.534
H -4.154 1.163 0.739
H -5.263 -0.243 0.604
H -5.848 1.369 0.930
C 3.337 -1.346 0.615
C 2.430 -0.204 1.024
O 1.713 0.327 0.215
N 2.495 0.138 2.259
C 1.648 1.235 2.891
H 4.204 -1.396 1.273
H 3.741 -1.134 -0.375
H 2.841 -2.313 0.696
H 3.245 -0.244 2.817
H 0.683 0.872 3.246
H 1.424 2.104 2.272
H 2.107 1.561 3.824
*
```

2.
ORCA calculation (wB97M-V/def2-TZVPD) on a structure of composition C4H17AgBrNO4 in a non-equilibrium geometry.

Output
E_HOMO (alpha / beta) (Ha): -0.604 / -0.602
<S²>: 2.010
Orbital gap (alpha / beta) (eV): 7.70 / 4.28

The geometry in ORCA input format:
```
! wB97M-V def2-TZVPD RIJCOSX def2/J DEFGRID3
* xyz 2 3
Ag 6.170 0.514 -30.987
Br 8.083 1.655 -32.669
O 5.499 2.327 -34.573
H 6.329 2.360 -34.096
H 5.576 1.556 -35.135
O 10.152 2.827 -35.409
H 9.579 2.530 -34.702
H 10.831 3.338 -34.969
O 10.942 3.196 -31.439
H 10.135 2.783 -31.746
H 10.904 3.118 -30.486
C 11.201 -0.833 -30.153
C 11.611 -1.026 -31.630
C 12.612 -2.146 -31.957
O 13.905 -1.652 -31.671
C 14.831 -2.666 -31.219
N 10.399 -1.175 -32.413
H 10.474 -1.586 -29.848
H 10.633 0.089 -30.031
H 12.061 -0.856 -29.484
H 11.927 -0.017 -31.894
H 12.654 -2.457 -33.001
H 12.381 -3.047 -31.390
H 15.827 -2.229 -31.151
H 14.934 -3.482 -31.934
H 14.548 -3.102 -30.261
H 10.006 -0.245 -32.401
H 10.673 -1.285 -33.379
*
```

3.
ORCA calculation (wB97M-V/def2-TZVPD) on an isolated molecule of C3H4N2O3 in a non-equilibrium geometry.

Output
ΔE to the lowest compared entry with this formula, charge and spin (kcal/mol): 140.95
E_HOMO (alpha / beta) (Ha): -0.337 / -0.337
SMILES: O=N/C(O)=C\C=N\O
Orbital gap (alpha / beta) (eV): 7.71 / 7.71

The geometry in ORCA input format:
```
! wB97M-V def2-TZVPD RIJCOSX def2/J DEFGRID3
* xyz 0 1
O -2.744 2.229 -0.708
N -1.954 1.311 -0.491
C -0.607 1.610 -0.362
O -0.140 2.846 -0.515
C 0.273 0.625 0.085
C 0.366 -0.846 0.063
N -0.632 -1.564 0.428
O -0.296 -2.946 0.467
H -0.906 3.523 -0.788
H 1.287 1.125 0.287
H 1.384 -1.198 0.085
H -1.061 -3.296 0.772
*
```

4.
ORCA calculation (wB97M-V/def2-TZVPD) on an isolated molecule of C3H7N3O in a non-equilibrium geometry.

Output
ΔE to the lowest compared entry with this formula, charge and spin (kcal/mol): 85.92
E_HOMO (Ha): -0.318
SMILES: [H]/N=N/[C@@H](C)C(N)=O
Orbital gap (eV): 9.54

The geometry in ORCA input format:
```
! wB97M-V def2-TZVPD RIJCOSX def2/J DEFGRID3
* xyz 0 1
H 3.572 0.562 0.235
N 2.553 0.736 0.364
N 1.876 -0.250 0.113
C 0.135 0.051 0.281
C -0.234 1.196 -0.631
C -0.358 -1.256 -0.074
N -1.957 -0.959 0.368
O -0.026 -2.244 -0.649
H 0.046 0.252 1.348
H -0.313 0.883 -1.675
H -1.184 1.632 -0.316
H 0.548 1.963 -0.578
H -2.124 -0.959 1.370
H -2.535 -1.610 -0.158
*
```

Across the entries above, E takes the values -1413.909649 -3238.444522 -451.755132 -357.912948 a.u., respectively.